# 1
Molecular formula: C28H26N2O2PS4SbTi
Method: DFT, wB97M-V/def2-TZVPD

```
! RIJCOSX wB97M-V def2-TZVPD def2/J DEFGRID3
* xyz -1 4
Sb -0.96 5.13 -0.41
Ti 0.06 2.02 -0.05
S 0.85 4.24 0.85
S -2.79 5.77 0.80
S -1.36 3.22 -1.77
S 2.41 -0.71 3.92
P -1.73 0.01 -0.30
O -0.89 -0.17 3.49
O -0.36 1.17 1.79
N 1.39 1.78 4.00
N 3.25 1.39 2.62
C -4.56 -0.16 -0.39
C -3.45 0.61 -0.05
C 1.25 0.09 -3.25
C 5.96 -0.68 1.19
C -2.18 -1.73 -3.93
C 4.60 -2.00 2.69
C 5.67 -1.90 1.81
C 2.02 1.64 -1.58
C -6.02 1.58 0.39
C -1.94 -3.55 -2.38
C -2.09 -0.83 -2.88
C 1.33 -0.95 -2.32
C 3.83 -0.87 2.94
C -1.42 -0.90 1.27
C 1.58 1.38 -2.89
C -1.87 -2.64 -1.33
C -4.92 2.35 0.75
C 2.34 1.00 3.45
C 4.12 0.35 2.32
C 2.07 0.60 -0.65
C 1.86 -1.83 -0.02
C -2.10 -3.10 -3.68
C -0.87 0.10 2.29
C 1.74 -0.71 -1.02
C -1.94 -1.27 -1.57
C 5.19 0.44 1.44
C -5.84 0.33 -0.18
C -3.64 1.86 0.53
H -0.62 -1.63 1.09
H -1.76 -3.01 -0.31
H 5.40 1.39 0.95
H 0.51 1.29 4.16
H 6.28 -2.77 1.61
H -2.16 -3.81 -4.49
H 1.85 -1.46 1.00
H 0.90 -0.12 -4.25
H 1.26 2.65 3.49
H 2.35 2.63 -1.30
H -4.42 -1.13 -0.85
H -2.28 -1.42 1.67
H 1.06 -1.96 -2.61
H 1.06 -2.56 -0.15
H -5.04 3.34 1.17
H 6.79 -0.61 0.50
H 1.50 2.18 -3.60
H -2.13 0.24 -3.07
H -7.02 1.96 0.55
H -6.70 -0.27 -0.46
H -1.88 -4.61 -2.18
H 2.81 -2.36 -0.17
H -2.31 -1.37 -4.94
H -2.79 2.48 0.79
H 4.36 -2.94 3.16
H 2.42 0.80 0.36
*
```

Its HOMO energy (spin up / spin down) is -3.7 / -5.2 eV. The relative energy (zero: lowest compared OMol25 entry of this formula, charge and spin) is 0.000 eV.

Atomic partial charges in e from the natural (NBO) method, atoms 1 to 6: Sb 1.103; Ti 0.955; S -0.812; S -0.730; S -0.817; S 0.318



# 2
Molecular formula: C4H8O3
Method: DFT, wB97M-V/def2-TZVPD

```
! RIJCOSX wB97M-V def2-TZVPD def2/J DEFGRID3
* xyz 0 1
O 0.64 -1.69 -2.55
O -0.45 2.15 0.06
O -0.12 -1.37 -0.46
C 0.47 -2.04 -1.42
C -0.56 -0.04 -0.76
C 0.58 0.43 1.45
C -0.56 0.82 0.51
H -1.52 0.69 1.04
H 0.79 -3.02 -1.02
H 0.14 0.42 -1.48
H 0.34 -0.50 1.95
H 1.50 0.29 0.89
H 0.74 1.20 2.19
H -1.55 -0.09 -1.21
H -0.43 2.74 0.82
*
```

Its HOMO energy is -10.7 eV. The relative energy (zero: lowest compared OMol25 entry of this formula, charge and spin) is 1.097 eV.

Atomic partial charges in e from the natural (NBO) method, atoms 1 to 6: O -0.579; O -0.716; O -0.505; C 0.654; C -0.100; C -0.630



# 3
Molecular formula: C42H65Cl12N7O2
Method: DFT, wB97M-V/def2-TZVPD

```
! RIJCOSX wB97M-V def2-TZVPD def2/J DEFGRID3
* xyz 0 3
Cl 2.73 4.99 -1.93
Cl -4.56 0.11 1.73
Cl -6.45 1.34 -0.09
Cl 1.07 2.68 -1.63
Cl -2.12 -5.35 -0.85
Cl 1.95 4.19 0.78
Cl 0.54 -2.52 -4.08
Cl -2.38 -2.61 -4.05
Cl -3.90 -6.48 -2.98
Cl -2.13 -8.28 -1.38
Cl -0.89 -4.80 -5.00
Cl -6.22 -1.55 0.14
O 1.94 -0.24 4.01
O -0.76 4.48 -3.63
N -2.67 4.18 2.67
N -0.87 0.12 4.85
N -1.90 -1.94 0.63
N 1.28 -2.85 -0.06
N 3.01 -0.85 3.48
N -1.02 3.96 -4.84
N -2.54 -2.77 3.73
C -0.10 4.47 -5.89
C 4.52 -0.74 5.51
C -5.33 -0.05 0.10
C -0.87 -3.04 -4.91
C -2.50 2.94 0.84
C 2.82 -4.16 0.92
C -2.02 0.61 4.25
C 4.86 -0.82 1.84
C -0.77 1.54 -4.29
C -1.32 3.96 2.46
C 3.71 -0.02 2.52
C -1.45 -4.46 2.76
C -2.40 -6.65 -2.00
C -3.12 0.47 5.08
C 1.46 4.26 -0.89
C -2.46 -1.88 -0.63
C 3.28 -3.74 -0.35
C -0.08 5.99 -6.07
C 5.79 -1.56 2.79
C -0.49 3.88 -7.34
C -1.29 -0.43 6.05
C -1.25 3.15 1.36
C 2.36 -2.84 -0.89
C -1.01 -0.16 -0.39
C -2.96 2.68 -4.09
C -2.00 2.26 -6.30
C -1.33 -3.42 3.66
C -3.48 -3.39 2.99
C 2.98 -2.64 5.17
C -1.65 2.65 -4.87
C -2.64 -0.19 6.23
C -1.97 -0.77 -1.21
C 3.83 -1.58 4.44
C -3.42 3.49 1.71
C -0.91 2.41 -7.33
C -0.99 -0.92 0.76
C 4.90 -2.38 3.72
C -2.81 -4.39 2.33
C 4.31 1.28 3.09
C 1.62 -3.51 1.08
C 1.37 4.08 -5.64
C 2.84 0.41 1.32
H -1.58 -6.59 -2.72
H -0.34 -0.85 1.62
H 5.41 -0.21 5.18
H 1.42 2.99 -5.50
H 6.45 -0.84 3.29
H -3.07 4.62 3.48
H 1.72 4.52 -4.71
H -1.05 6.36 -6.41
H 0.58 4.90 -0.94
H -2.71 2.69 -3.03
H -4.49 3.55 1.65
H -0.65 1.64 -3.22
H 0.49 -2.23 -0.16
H 0.10 6.42 -5.08
H -4.49 -3.01 2.94
H 1.96 4.36 -6.51
H -1.98 -2.71 1.29
H -3.17 -2.64 -0.94
H -0.50 4.33 3.05
H 4.33 -3.07 3.09
H -3.50 1.73 -4.15
H 2.32 -2.33 -1.84
H -2.94 2.75 -6.59
H -0.01 -0.05 4.36
H 4.21 -3.98 -0.83
H -0.59 -0.90 6.72
H -1.34 2.12 -8.29
H -0.35 2.83 0.85
H 0.91 -3.44 1.89
H -2.27 -0.36 -2.17
H 0.34 3.94 -8.04
H -2.01 1.06 3.27
H -0.65 -5.13 2.50
H 1.93 0.98 1.47
H -4.56 0.02 -0.66
H -1.26 4.48 -7.83
H -0.51 0.77 -0.62
H -0.86 -2.64 -5.92
H -0.51 -3.06 4.27
H 4.21 2.12 2.41
H 2.40 -0.48 0.87
H -3.15 -5.02 1.52
H 0.64 6.43 -6.75
H 0.21 1.43 -4.75
H 6.42 -2.12 2.11
H 2.65 -2.35 6.17
H -3.14 -0.39 7.16
H 3.33 -3.67 5.24
H 3.48 0.91 0.59
H -3.60 3.53 -4.33
H -0.04 1.76 -7.20
H 5.41 -0.12 1.20
H 2.03 -2.71 4.63
H 3.88 -0.01 6.00
H 5.39 1.17 3.18
H -1.18 0.54 -4.48
H -2.34 1.22 -6.34
H 4.46 -1.59 1.18
H -4.14 0.77 4.89
H 3.41 -4.77 1.59
H -2.74 -1.99 4.34
H 5.49 -2.97 4.43
H -2.71 2.46 -0.11
H 4.83 -1.44 6.28
H 3.88 1.68 4.01
*
```

Its HOMO energy (spin up / spin down) is -8.0 / -8.0 eV.

Atomic partial charges in e from the Löwdin method, atoms 1 to 6: Cl 0.522; Cl 0.522; Cl 0.499; Cl 0.587; Cl 0.607; Cl 0.589



# 4
Molecular formula: C3H12O4
Method: DFT, wB97M-V/def2-TZVPD

```
! RIJCOSX wB97M-V def2-TZVPD def2/J DEFGRID3
* xyz -1 2
O -0.68 2.37 -1.23
O 3.18 1.22 1.11
O 0.61 0.02 -0.02
O 0.51 1.98 2.76
C -1.72 -2.70 -1.02
C -1.21 -1.54 -0.19
C 0.07 -1.18 -0.37
H 0.02 0.60 0.50
H 0.78 -1.77 -0.92
H 2.53 0.70 0.60
H -0.48 1.45 -1.47
H -1.77 -0.83 0.39
H -2.53 -3.25 -0.55
H -0.89 -3.40 -1.21
H 0.44 2.91 2.57
H -1.96 -2.37 -2.03
H 3.61 1.72 0.41
H -1.59 2.57 -1.50
H 1.08 1.51 2.15
*
```

Its HOMO energy (spin up / spin down) is 0.9 / -5.6 eV. The relative energy (zero: lowest compared OMol25 entry of this formula, charge and spin) is 1.599 eV.

Atomic partial charges in e from the natural (NBO) method, atoms 1 to 6: O -1.317; O -1.001; O -0.773; O -0.996; C -0.654; C -0.411



# 5
Molecular formula: C5H10O2
Method: DFT, wB97M-V/def2-TZVPD

```
! RIJCOSX wB97M-V def2-TZVPD def2/J DEFGRID3
* xyz 0 1
O 1.26 0.25 0.30
O -1.51 1.03 0.05
C 0.91 0.51 -0.90
C -1.18 -1.19 0.97
C 0.48 0.77 1.36
C 1.45 -0.20 -2.08
C -0.96 0.32 1.18
H -2.17 -1.39 0.54
H 1.02 -1.20 -2.24
H -1.13 -1.70 1.95
H 1.17 0.42 -2.93
H 0.98 0.55 2.29
H 2.54 -0.28 -2.00
H -1.54 0.63 2.05
H -1.06 1.88 0.19
H -0.43 -1.66 0.33
H 0.17 1.26 -1.07
*
```

Its HOMO energy (spin up / spin down) is -7.5 / -6.8 eV. The relative energy (zero: lowest compared OMol25 entry of this formula, charge and spin) is 5.050 eV.

Atomic partial charges in e from the natural (NBO) method, atoms 1 to 6: O -0.370; O -0.734; C 0.291; C -0.636; C -0.197; C -0.699



# 6
Molecular formula: C2H3NO2
Method: DFT, wB97M-V/def2-TZVPD

```
! RIJCOSX wB97M-V def2-TZVPD def2/J DEFGRID3
* xyz 0 1
O -0.63 -0.44 -1.13
O 0.46 0.66 0.59
N -1.42 -0.51 0.08
C 0.72 -0.02 -0.70
C -0.72 0.11 0.99
H 1.36 -0.89 -0.44
H 1.20 0.72 -1.42
H -0.98 0.36 2.02
*
```

Its HOMO energy is -9.5 eV. The relative energy (zero: lowest compared OMol25 entry of this formula, charge and spin) is 2.745 eV.

Atomic partial charges in e from the natural (NBO) method, atoms 1 to 6: O -0.392; O -0.501; N -0.159; C 0.189; C 0.295; H 0.160



# 7
Molecular formula: C15H39AsF6MgN4O15
Method: DFT, wB97M-V/def2-TZVPD

```
! RIJCOSX wB97M-V def2-TZVPD def2/J DEFGRID3
* xyz 0 1
As 1.43 10.92 4.55
Mg 2.90 14.18 3.81
F -0.07 11.08 3.44
F 2.82 10.82 5.65
F 0.46 11.77 5.84
F 2.30 10.23 3.26
F 2.16 12.49 3.91
F 0.70 9.36 5.11
O 3.80 15.81 3.44
O 4.19 7.90 7.84
O 2.27 14.24 1.92
O 4.88 9.92 7.30
O -0.89 15.33 4.35
O -0.60 5.23 5.20
O 0.14 15.68 6.07
O -3.06 14.15 3.29
O 3.86 14.08 5.49
O 0.77 6.41 4.03
O 3.44 8.75 0.07
O 1.25 15.01 4.41
O 1.98 7.29 -0.61
O 4.57 13.21 3.25
O -4.71 15.76 4.30
N 2.47 8.03 0.17
N 0.14 15.31 4.93
N 4.09 9.11 7.75
N 0.32 6.09 5.11
C -5.69 16.66 4.82
C 1.46 13.48 0.96
C 1.68 8.12 1.39
C -5.28 14.52 3.94
C 5.13 12.38 4.32
C 2.94 9.63 8.50
C 3.89 16.06 2.05
C 2.72 15.45 1.34
C 0.83 6.60 6.40
C -2.23 13.42 2.42
C 5.03 13.22 5.67
C -4.41 14.06 2.80
C 3.43 14.37 6.83
C 4.69 16.62 4.17
C 4.96 12.80 1.90
H 4.50 13.45 1.15
H 3.00 15.29 0.30
H 5.94 13.72 5.99
H 0.46 6.02 7.24
H 0.44 13.85 0.84
H -6.24 14.73 3.49
H 2.57 10.44 7.88
H 2.43 8.13 2.18
H -2.28 13.89 1.44
H 4.68 16.23 5.19
H 1.00 8.96 1.25
H -2.39 12.34 2.40
H 0.39 7.57 6.63
H -4.37 14.69 1.91
H -6.42 17.01 4.09
H 3.37 10.10 9.39
H 3.93 17.13 1.83
H 1.33 12.44 1.29
H 0.99 7.29 1.57
H 1.83 16.08 1.30
H 4.85 15.71 1.66
H 4.79 11.75 1.69
H 2.86 13.50 7.15
H -5.21 17.52 5.29
H 4.91 12.48 6.46
H 6.03 12.98 1.79
H 1.92 6.57 6.45
H 4.23 14.62 7.53
H 5.62 16.40 3.64
H -5.51 13.76 4.69
H 6.17 12.24 4.01
H 2.23 8.82 8.60
H 1.88 13.40 -0.04
H 4.68 11.39 4.27
H -6.22 16.17 5.64
H -4.64 13.03 2.52
H 2.78 15.24 6.83
H 4.56 17.69 4.28
H -1.18 13.62 2.62
*
```

Its HOMO energy is -8.3 eV. The relative energy (zero: lowest compared OMol25 entry of this formula, charge and spin) is 2.027 eV.

Atomic partial charges in e from the Löwdin method, atoms 1 to 6: As 1.004; Mg 0.498; F -0.288; F -0.249; F -0.261; F -0.218



# 8
Molecular formula: C9H14CaN2O5
Method: DFT, wB97M-V/def2-TZVPD

```
! RIJCOSX wB97M-V def2-TZVPD def2/J DEFGRID3
* xyz 0 1
Ca -0.27 -0.44 -0.17
O -2.54 -0.27 0.64
O -0.13 1.72 0.02
O -0.12 3.44 1.46
O 1.99 -2.81 2.53
O 1.43 -1.48 0.81
N -0.91 -2.83 -0.72
N -0.24 0.05 2.31
C -1.59 0.25 2.83
C 0.54 1.30 2.27
C -2.57 0.67 1.74
C 2.20 -4.35 -0.81
C 0.93 -4.53 0.02
C 0.51 -1.02 2.99
C 0.05 2.27 1.18
C 1.41 -1.84 2.04
C -0.11 -3.59 -0.38
H -3.58 0.74 2.14
H -0.19 -1.73 3.42
H -3.08 -1.04 0.86
H 1.57 1.04 2.03
H -1.94 -0.69 3.25
H 1.12 -0.64 3.81
H 2.01 -4.52 -1.87
H 2.60 -3.35 -0.66
H 0.52 -5.54 -0.06
H 0.53 1.80 3.24
H 2.95 -5.07 -0.48
H -2.31 1.64 1.31
H -1.61 1.00 3.63
H 1.16 -4.32 1.07
*
```

Its HOMO energy is -9.1 eV. The relative energy (zero: lowest compared OMol25 entry of this formula, charge and spin) is 0.000 eV.

Atomic partial charges in e from the natural (NBO) method, atoms 1 to 6: Ca 1.830; O -0.788; O -0.940; O -0.641; O -0.687; O -0.916



# 9
Molecular formula: C4H8O2
Method: DFT, wB97M-V/def2-TZVPD

```
! RIJCOSX wB97M-V def2-TZVPD def2/J DEFGRID3
* xyz 0 1
O 2.28 0.76 0.47
O -1.44 -0.75 -0.83
C -0.22 0.36 0.48
C -1.08 0.66 -0.76
C 1.19 0.02 -0.05
C -1.05 -0.94 0.54
H -1.95 1.30 -0.57
H -0.26 1.02 1.36
H 1.30 -1.04 0.21
H -0.56 1.02 -1.67
H 3.03 0.37 0.00
H 1.25 0.09 -1.15
H -0.58 -1.93 0.71
H -1.91 -0.94 1.23
*
```

Its HOMO energy is -9.8 eV. The relative energy (zero: lowest compared OMol25 entry of this formula, charge and spin) is 2.643 eV.

Atomic partial charges in e from the natural (NBO) method, atoms 1 to 6: O -0.711; O -0.539; C -0.294; C -0.053; C -0.053; C -0.054



# 10
Molecular formula: C25H23AsIrNO6S
Method: DFT, wB97M-V/def2-TZVPD

```
! RIJCOSX wB97M-V def2-TZVPD def2/J DEFGRID3
* xyz 1 6
Ir 0.31 0.02 0.75
As 2.50 2.10 -0.67
S -0.91 1.68 -1.22
O -2.28 1.98 -1.40
O 4.04 1.68 -1.39
O -0.52 0.23 -1.35
O 2.05 0.55 0.04
O 2.62 3.29 0.41
O -0.35 2.04 0.14
N -0.69 -1.90 0.38
C 0.06 -3.00 0.04
C 0.89 -0.38 2.95
C 0.92 2.04 3.33
C -0.52 2.88 -3.58
C -2.60 -2.47 -1.02
C 2.25 2.90 -3.36
C 1.64 -5.21 -0.57
C -2.87 -1.00 0.88
C -4.74 -1.50 -0.53
C 1.66 3.34 3.40
C -4.20 -0.84 0.57
C 2.19 -3.94 -0.58
C 1.42 -2.84 -0.26
C 0.10 2.47 -2.41
C -3.94 -2.30 -1.32
C 0.30 -5.39 -0.23
C 0.25 3.31 -4.65
C -2.05 -1.84 0.10
C 1.49 2.48 -2.28
C 1.57 0.86 2.95
C -1.13 0.78 3.62
C -0.44 1.97 3.66
C -0.48 -0.41 3.28
C -0.49 -4.30 0.07
C 1.63 3.31 -4.54
H -1.51 -4.44 0.39
H -0.22 3.64 -5.56
H -5.79 -1.36 -0.78
H 3.33 2.91 -3.29
H 2.25 -6.07 -0.81
H -1.00 -1.36 3.31
H 3.23 -3.80 -0.83
H 2.24 3.64 -5.37
H 1.44 -1.31 2.88
H 1.80 3.73 2.39
H -1.60 2.85 -3.64
H 1.12 4.06 4.00
H -4.82 -0.20 1.18
H 2.65 3.19 3.83
H -2.45 -0.49 1.74
H 4.74 1.98 -0.79
H 1.87 -1.85 -0.31
H -2.18 0.75 3.88
H 2.62 0.88 2.71
H -4.35 -2.78 -2.20
H -0.95 2.88 3.95
H -1.97 -3.04 -1.69
H -0.12 -6.38 -0.20
*
```

Its HOMO energy (spin up / spin down) is -11.3 / -12.1 eV.

Atomic partial charges in e from the natural (NBO) method, atoms 1 to 6: Ir 1.663; As 2.426; S 2.382; O -0.888; O -1.007; O -0.977



# 11
Molecular formula: C13H19Br2DyN6O2STe
Method: DFT, wB97M-V/def2-TZVPD

```
! RIJCOSX wB97M-V def2-TZVPD def2/J DEFGRID3
* xyz 2 6
Dy -0.84 -0.02 0.43
Te -2.57 -2.53 -0.57
Br 5.25 3.57 -1.30
Br 0.43 5.39 0.62
S -3.64 0.53 0.10
O 0.22 -1.39 1.84
O -0.18 2.14 0.59
N -2.48 1.89 2.02
N 2.14 -2.68 2.07
N 0.07 -3.51 2.75
N -3.92 3.15 0.81
N -1.93 0.63 2.40
N 1.20 0.21 -0.80
C 1.42 3.93 -0.07
C 0.85 -2.48 2.26
C 2.82 1.94 -1.46
C 3.05 -0.39 -2.29
C -1.39 -4.27 -1.13
C -2.74 -1.91 -2.66
C -3.28 1.96 0.90
C 2.70 4.18 -0.55
C 3.41 3.24 -1.22
C 0.89 2.54 0.01
C 3.48 0.90 -2.28
C 1.66 1.54 -0.70
C 1.92 -0.66 -1.48
H -1.71 -4.67 -2.06
H -0.80 -3.17 3.05
H 0.53 -4.27 3.26
H -1.79 2.71 2.01
H -4.63 3.40 0.13
H 3.32 -1.06 -3.03
H -3.13 -2.75 -3.26
H 1.59 -1.71 -1.38
H -0.35 -3.94 -1.22
H 2.68 -1.85 1.85
H -1.36 -5.06 -0.36
H -3.44 -1.09 -2.67
H -3.77 3.87 1.55
H 2.54 -3.59 2.19
H -1.71 -1.64 -2.97
H 4.39 1.17 -2.75
H 3.24 5.15 -0.30
H -2.73 -0.05 2.41
H -1.41 0.64 3.26
*
```

Its HOMO energy (spin up / spin down) is -12.6 / -12.6 eV. The relative energy (zero: lowest compared OMol25 entry of this formula, charge and spin) is 0.495 eV.

Atomic partial charges in e from the Löwdin method, atoms 1 to 6: Dy 1.410; Te 1.112; Br 0.845; Br 0.782; S 0.616; O -0.256



# 12
Molecular formula: C4H10N2O
Method: DFT, wB97M-V/def2-TZVPD

```
! RIJCOSX wB97M-V def2-TZVPD def2/J DEFGRID3
* xyz 0 1
O 2.44 -0.88 -0.17
N -0.25 1.70 -0.19
N 0.33 0.48 0.16
C -0.33 -0.86 0.03
C 2.22 0.33 -0.18
C -0.12 -0.22 1.34
C -1.69 -0.97 -0.59
H -1.26 1.70 -0.09
H 2.17 0.89 -1.14
H -0.97 0.20 1.85
H 0.38 -1.63 -0.26
H -2.38 -0.22 -0.21
H -0.01 1.91 -1.16
H 2.50 0.98 0.67
H -2.11 -1.95 -0.37
H -1.62 -0.88 -1.68
H 0.67 -0.58 1.99
*
```

Its HOMO energy is -8.5 eV. The relative energy (zero: lowest compared OMol25 entry of this formula, charge and spin) is 4.285 eV.

Atomic partial charges in e from the natural (NBO) method, atoms 1 to 6: O -0.702; N -0.642; N -0.182; C -0.091; C 0.259; C -0.248